A cluster of 11 separate species, C15H44N14O23S4 in total at a distorted geometry. Source: the Open Molecules 2025 dataset; level of theory: ωB97M-V/def2-TZVPD.

Summary:
* 2S+1: 2
* relative energy (zero: lowest compared OMol25 entry of this formula, charge and spin): 118.87 kJ/mol
* total charge: +1
* Kohn-Sham gap (alpha / beta): 0.3056 / 0.0977 Ha
* <S²>: 0.7728

Structure (XYZ):
```
100
Properties=species:S:1:pos:R:3:forces:R:3:lowdin_charge:R:1
N 6.847 -29.142 13.546 -0.781 -7.577 3.491 0.22
H 6.377 -26.589 8.767 0.600 0.447 -0.216 0.10
O 5.628 -30.309 16.880 2.748 -1.534 -3.805 -0.21
H 7.146 -33.350 13.740 -0.559 -1.192 -0.288 0.08
C 11.440 -26.663 10.873 -0.436 -1.354 -0.986 -0.80
O 2.972 -26.268 15.703 0.012 -0.046 -1.158 -0.21
H 10.355 -34.002 13.546 -0.617 0.226 0.123 0.12
S 10.143 -32.586 8.411 0.481 -1.378 -1.632 0.70
H 7.009 -32.880 9.304 0.251 0.176 -0.539 0.12
H 8.013 -26.673 9.460 -0.365 0.164 -0.063 0.10
O 2.707 -26.136 13.281 -0.385 -3.037 1.795 -0.20
N 7.878 -23.652 10.180 -0.677 0.946 -3.358 0.20
O 9.564 -28.299 18.091 1.618 0.094 0.290 -0.24
H 7.674 -34.162 10.279 0.507 0.220 0.296 0.12
C 7.307 -28.312 8.482 0.251 -2.437 -0.305 -0.73
C 4.657 -29.996 17.755 -2.834 0.730 1.769 -0.25
O 6.495 -28.876 7.769 -1.179 0.599 -0.298 0.07
H 8.966 -28.425 9.598 0.213 -0.658 -0.130 0.09
H 5.677 -27.254 13.774 0.204 -0.376 -0.434 0.06
S 2.665 -27.340 14.471 -0.720 -0.631 1.180 0.76
N 12.824 -30.120 11.275 3.190 -0.063 -1.734 0.19
H 10.101 -25.693 11.934 -0.636 -0.839 0.249 0.08
H 8.158 -31.607 11.128 0.590 1.045 -0.515 0.12
H 7.272 -23.667 9.372 0.455 0.370 -0.160 0.14
N 12.136 -25.588 10.815 3.095 4.068 0.089 0.20
S 5.059 -31.512 15.766 -2.060 -1.094 1.027 0.82
C 3.463 -26.501 10.308 1.927 1.992 -0.134 -0.58
H 5.442 -27.101 10.627 0.150 0.863 0.720 0.09
H 9.195 -23.593 12.122 -0.425 -0.126 0.188 0.13
H 8.697 -29.965 15.956 0.096 -0.359 -0.240 0.11
N 8.385 -28.912 8.930 1.874 -1.143 0.472 0.22
N 10.310 -26.571 11.481 -3.269 0.934 1.941 0.19
C 8.816 -32.585 13.710 3.863 0.714 -1.365 -0.72
H 11.888 -24.851 11.460 0.584 -0.003 -0.184 0.11
H 8.832 -23.320 10.143 -0.442 -0.006 -0.478 0.13
H 4.916 -26.073 15.187 0.310 0.369 -0.231 0.10
H 12.642 -29.270 10.761 0.283 -0.220 -0.180 0.07
O 6.319 -24.820 11.366 1.343 0.590 0.128 -0.05
O 8.440 -31.402 13.765 0.200 -0.342 0.394 -0.02
H 7.974 -29.312 18.822 -0.414 -0.209 -0.198 0.13
C 8.813 -32.175 10.468 -1.147 -2.848 1.259 -0.18
O 4.298 -32.243 17.079 0.681 0.045 -2.532 -0.20
O 10.135 -30.394 17.329 3.371 -0.538 0.778 -0.22
H 8.363 -34.581 13.414 0.025 0.549 0.254 0.14
N 10.940 -29.662 12.120 -4.899 2.424 1.141 0.19
H 8.556 -29.879 8.694 0.279 0.227 0.032 0.10
S 10.934 -29.237 18.277 -1.835 -1.844 0.273 0.77
N 10.061 -33.036 13.589 3.038 1.387 0.634 0.18
C 8.349 -29.087 17.824 0.429 1.193 1.400 -0.16
C 11.973 -30.441 12.213 0.493 -2.211 1.588 -0.69
H 2.804 -31.174 18.152 0.049 -0.010 -0.532 0.14
N 3.779 -25.213 10.557 -2.768 -1.092 -0.356 0.21
H 4.229 -31.802 18.975 0.005 0.473 0.251 0.13
H 13.110 -25.689 10.568 -0.139 0.228 -0.060 0.14
H 9.434 -32.804 11.106 0.295 0.425 0.248 0.11
O 8.110 -28.181 12.002 2.488 -0.068 -3.343 0.06
H 10.894 -28.813 11.576 0.757 -0.860 -0.285 0.04
O 8.921 -33.633 8.709 0.324 -0.181 -0.525 -0.22
O 11.712 -27.681 10.308 1.534 -2.869 -1.894 0.04
H 4.606 -28.222 9.832 -1.030 -0.448 -0.380 0.15
C 7.179 -28.245 12.739 -0.246 1.761 1.778 -0.78
O 4.016 -30.991 14.888 2.159 -0.330 1.576 -0.24
O 2.299 -26.864 10.149 -0.249 -1.248 -0.149 0.24
O 12.058 -31.367 13.047 0.627 0.676 -0.819 0.00
H 4.327 -24.540 15.815 -0.821 -0.056 -0.023 0.14
O 9.939 -32.060 7.063 0.366 -0.422 2.756 -0.25
H 7.258 -30.064 13.526 0.403 -0.416 0.068 0.07
H 10.815 -32.379 13.447 0.565 0.516 0.191 0.03
H 8.317 -31.247 17.127 -0.275 0.349 0.388 0.14
O 1.341 -27.933 14.550 2.591 1.777 -0.253 -0.20
C 4.069 -25.387 15.179 -1.302 -1.932 -0.485 -0.09
N 4.533 -27.299 10.234 1.336 -2.565 -0.682 0.35
N 8.363 -24.161 12.180 0.027 -1.180 3.164 0.17
C 3.550 -25.118 13.747 1.446 1.633 -0.830 -0.22
O 11.098 -29.766 19.633 -0.913 1.125 -2.518 -0.25
H 6.155 -28.992 14.266 0.079 -0.163 -0.439 0.10
H 10.134 -29.762 12.720 0.298 -0.506 0.241 0.10
N 8.086 -33.611 13.477 -6.569 -2.161 0.007 0.17
C 8.775 -30.266 17.001 0.727 0.850 -0.608 -0.20
H 4.378 -25.077 13.039 0.390 0.062 0.319 0.09
C 7.427 -24.232 11.250 -0.664 -0.708 0.241 -0.66
H 2.999 -24.197 13.559 -0.052 0.171 0.795 0.14
H 5.015 -29.562 18.689 0.741 -0.252 -0.113 0.14
N 6.434 -27.233 13.106 -2.094 6.441 -1.337 0.17
O 11.440 -33.187 8.735 -2.971 1.331 -0.241 -0.24
C 7.939 -33.263 9.723 1.833 1.467 -0.643 -0.10
H 13.733 -30.555 11.202 -0.317 0.018 0.151 0.13
O 6.068 -32.392 15.156 -1.937 2.502 2.492 -0.24
H 4.655 -24.900 10.951 0.308 0.149 0.091 0.05
H 6.593 -26.365 12.614 -0.337 0.147 0.132 0.05
H 2.842 -24.955 10.834 0.311 2.101 0.499 0.13
C 3.884 -31.297 18.072 0.590 -0.504 0.348 -0.14
H 9.792 -27.433 11.582 -0.778 0.672 0.535 0.06
N 7.222 -27.094 8.994 -1.783 3.003 0.615 0.18
H 4.016 -29.212 17.352 -0.380 -0.149 -0.277 0.12
H 8.143 -24.717 12.995 0.581 0.419 0.366 0.12
O 12.138 -28.709 17.669 -2.547 -0.384 0.170 -0.23
H 7.740 -28.362 17.285 -0.257 -0.325 0.177 0.12
O 9.665 -31.521 9.531 -0.485 0.177 -0.428 -0.23
O 3.811 -28.255 14.455 -1.392 2.047 -0.729 -0.28
```
Positions in Å, forces in eV/Å.

=====

A cluster of 8 separate species, C15H47N10O8 in total at a distorted geometry. Source: the Open Molecules 2025 dataset; level of theory: ωB97M-V/def2-TZVPD.

Summary:
* total charge: -1
* Kohn-Sham gap: 0.1992 Ha

Structure (XYZ):
```
80
Properties=species:S:1:pos:R:3:forces:R:3:lowdin_charge:R:1
C 4.410 -0.532 -1.035 -1.388 4.443 0.935 -0.84
O 0.172 1.593 -5.527 0.260 0.142 -0.525 0.03
C -2.611 -1.477 0.051 0.217 -0.149 0.814 -0.05
N 2.234 3.756 -0.411 -7.612 -2.477 3.528 0.17
H 3.517 2.958 4.002 0.653 -0.517 0.060 0.10
H 1.217 1.813 1.934 0.100 0.322 -0.057 0.08
H -1.201 0.623 -7.182 -0.385 -0.423 0.128 0.11
O -4.483 -1.678 2.371 -0.609 1.342 1.143 -0.18
H -5.351 -1.970 -1.465 -0.583 -0.597 -0.140 0.06
N 3.722 1.990 3.803 2.259 -0.653 1.375 0.13
H 4.592 1.523 4.015 0.104 0.784 0.394 0.11
O 3.196 3.389 -2.379 0.836 1.214 1.936 0.04
H 1.444 3.326 -0.871 -0.561 -0.603 0.289 0.10
H 1.425 -3.720 -1.182 0.653 0.030 -0.212 0.07
H -5.980 -2.017 0.929 -0.263 -0.671 0.286 0.11
C 1.909 -3.136 0.828 -1.280 1.936 0.879 -0.40
C -0.451 -2.461 3.502 -1.058 -0.044 0.537 -0.14
O 3.785 0.315 -1.599 -1.971 1.348 -1.601 0.09
H 1.982 2.943 3.129 -1.232 -0.113 -0.922 0.08
C -0.950 1.127 -5.344 5.524 2.640 0.771 -0.83
H -2.005 -1.690 -0.829 -0.434 -0.179 -0.288 0.08
H -1.943 -1.780 0.858 -0.356 -0.045 0.398 0.06
O 0.042 -2.973 2.295 1.091 0.254 1.742 -0.19
N -1.668 0.651 -6.287 -3.173 -2.197 -4.946 0.14
H -1.116 -3.221 3.912 -0.501 0.309 -0.117 0.08
H 4.889 -1.475 -2.632 0.228 -0.203 0.160 0.12
H -0.915 -1.487 3.346 -0.679 -0.006 -0.192 0.09
H -4.078 -1.195 -1.827 0.791 0.233 0.327 0.07
O -1.180 3.696 -1.454 -2.463 0.017 0.651 -0.11
H -4.950 -3.661 3.044 -0.839 0.377 0.202 0.08
H -3.426 -3.391 2.409 0.612 -0.128 0.289 0.07
H 5.040 -1.351 0.518 -0.203 0.568 1.625 0.09
C -4.020 -2.120 0.009 1.433 0.774 1.732 -0.43
N 4.027 4.677 -0.652 4.616 2.667 0.586 0.14
H -3.107 2.972 -2.047 -0.181 0.873 -0.381 0.09
C -4.181 -2.890 3.015 0.607 -0.830 -1.627 -0.11
C 3.005 1.275 2.924 -2.809 2.962 -0.445 -0.68
H -5.284 -0.488 0.911 0.648 0.354 0.251 0.12
H 1.995 -2.050 2.693 -0.565 -0.366 0.907 0.11
H -0.141 1.591 0.073 -1.016 0.276 0.670 0.03
C -3.128 4.120 -0.121 -0.551 -0.850 0.634 -0.10
H 1.804 -5.016 0.431 0.465 -0.611 -0.253 0.04
H -2.341 -0.038 -5.984 0.121 -0.089 -0.903 0.10
C 1.217 -2.261 1.960 0.878 -1.313 -2.643 -0.19
H 0.917 -1.306 1.527 0.210 0.224 -0.165 0.11
H -2.707 -0.392 0.100 -0.051 0.111 0.031 0.08
C -2.538 3.177 -1.140 2.234 0.503 -0.742 -0.29
N 1.907 2.070 2.625 0.396 -1.061 0.097 0.16
H -4.207 3.986 -0.050 -0.210 0.110 -0.064 0.06
N 5.124 -1.391 -1.653 2.800 -4.707 -3.670 0.16
C 0.993 -3.148 -0.361 -0.252 -0.295 -1.671 -0.08
C 0.227 0.812 -0.595 2.110 0.735 -2.446 -0.36
O 0.415 1.263 -1.930 -2.035 0.334 1.517 -0.38
H -1.150 1.373 -3.324 1.213 -0.028 0.363 0.07
H 1.249 0.677 -0.240 0.581 -0.574 0.739 0.03
N 4.644 -0.460 0.254 1.109 -1.242 2.554 0.17
H -2.737 3.754 0.829 0.071 0.421 0.274 0.07
C -5.016 -1.531 1.080 0.691 -0.709 -1.253 -0.19
H 1.643 -4.849 1.948 -0.090 0.446 0.605 0.06
H -3.783 -2.710 4.013 -0.195 0.310 -0.176 0.09
H 0.777 -2.177 -0.808 -0.031 0.172 0.315 0.08
H -2.515 0.861 -4.217 0.216 0.083 0.249 0.10
H 0.070 -3.717 -0.250 -0.315 0.324 0.787 0.08
N -4.350 -2.049 -1.361 -2.172 0.149 -1.667 0.03
H 0.220 -2.231 4.329 1.062 -0.434 -0.297 0.08
N 2.229 -4.513 1.197 0.022 -0.158 -0.139 0.04
H -2.448 2.161 -0.756 0.211 -0.003 0.567 0.09
H 3.638 5.001 0.221 1.415 0.828 -0.366 0.09
H 2.001 4.487 0.246 -0.155 -0.329 -0.322 0.11
H 5.607 -2.154 -1.202 -0.203 0.157 -0.241 0.10
H -0.617 2.919 -1.493 0.996 -1.208 -0.809 -0.01
H -2.906 5.183 -0.207 0.174 -0.212 -0.463 0.07
H 4.136 0.169 0.859 -0.042 -0.689 -0.068 0.07
H -0.278 -0.148 -0.487 -0.567 -0.130 0.225 0.02
O 3.276 0.191 2.505 0.303 -1.600 -0.156 0.04
H 4.659 5.167 -1.269 0.064 0.239 0.680 0.11
H 2.783 -2.529 0.592 0.369 -0.368 -0.169 0.11
H -4.023 -3.162 0.328 0.516 -0.356 -0.328 0.12
N -1.528 1.073 -4.211 -3.354 -0.231 4.851 0.18
C 3.176 3.886 -1.232 1.530 -1.613 -6.638 -0.79
```
Positions in Å, forces in eV/Å.